{"formula": "C25H28BrI2N5O3Pt", "method": "the ωB97M-V functional and the def2-TZVPD basis", "elements": ["Pt", "I", "C", "C", "C", "I", "C", "O", "C", "C", "N", "C", "C", "C", "C", "C", "C", "N", "C", "H", "H", "H", "H", "H", "H", "H", "H", "H", "H", "H", "Br", "C", "C", "C", "C", "C", "N", "C", "O", "O", "H", "H", "H", "C", "C", "N", "C", "C", "C", "C", "N", "H", "H", "H", "H", "H", "H", "H", "H", "H", "H", "H", "H", "H", "H"], "xyz": [[-0.02, -0.14, -0.02], [-5.40, -3.34, -3.67], [-4.09, -1.95, -2.88], [-3.36, -1.12, -3.72], [-2.43, -0.22, -3.21], [-1.32, 1.01, -4.47], [-2.25, -0.14, -1.84], [-1.31, 0.67, -1.29], [-3.05, -0.91, -0.99], [-2.90, -0.63, 0.47], [-1.54, -1.01, 1.01], [-1.40, -0.61, 2.44], [-1.15, 0.87, 2.45], [-1.52, 1.70, 3.48], [-1.32, 3.06, 3.35], [-0.81, 3.56, 2.17], [-0.45, 2.68, 1.17], [-0.58, 1.35, 1.33], [-3.94, -1.83, -1.50], [-3.50, -1.18, -4.79], [-3.00, 0.43, 0.66], [-3.65, -1.17, 1.05], [-1.41, -2.02, 0.90], [-2.31, -0.86, 2.99], [-0.57, -1.16, 2.88], [-1.99, 1.28, 4.37], [-1.61, 3.73, 4.15], [-0.69, 4.62, 2.00], [-0.08, 3.02, 0.21], [-4.55, -2.44, -0.84], [2.61, 2.48, 0.15], [2.45, 1.37, -1.35], [3.39, 1.52, -2.36], [3.35, 0.67, -3.45], [2.38, -0.32, -3.49], [1.48, -0.40, -2.45], [1.48, 0.45, -1.40], [0.50, -1.54, -2.40], [0.26, -2.24, -3.33], [0.00, -1.73, -1.18], [4.14, 2.29, -2.27], [4.08, 0.77, -4.24], [2.30, -1.03, -4.30], [4.28, -4.08, 1.91], [2.93, -3.80, 2.57], [2.07, -2.85, 1.82], [1.12, -3.47, 0.89], [1.76, -3.97, -0.40], [2.21, -1.54, 1.96], [3.21, -1.04, 2.96], [1.52, -0.61, 1.31], [4.88, -4.69, 2.59], [4.83, -3.17, 1.70], [4.16, -4.63, 0.98], [3.06, -3.42, 3.58], [2.35, -4.72, 2.66], [0.37, -2.73, 0.64], [0.64, -4.29, 1.42], [2.42, -3.21, -0.83], [0.98, -4.20, -1.13], [2.34, -4.87, -0.23], [2.86, -1.24, 3.98], [3.35, 0.04, 2.86], [4.18, -1.51, 2.85], [1.86, 0.30, 1.62]], "e_above_lowest_kj_mol": 10.2, "largest_force_ev_per_a": 0.9, "charge": 2, "gap_ev": 6.2513, "lumo_ev": -6.50, "spin_multiplicity": 1}